10 unconnected molecules or ions with the total composition C42H110N6O13. Source: OMol25; level of theory: ωB97M-V with the def2-TZVPD basis set.

Charge = 0
HOMO-LUMO gap = 9.1923 eV
Structure (SMILES) = COC[C@H](C)N.COC[C@H](C)N.COC[C@H](C)N.COCCNCCOC.COCCNCCOC.COCCNCCOC.CC(C)O.CC(C)O.CC(C)O.CC(C)O

Atoms and positions in Å:
C1 -0.46984 0.22887 2.45596
C2 -0.80299 0.57861 0.99551
C3 -1.20745 2.02191 0.82718
O1 0.42087 0.47751 0.29601
H1 -1.14628 0.70610 3.16502
H2 0.52857 0.42195 2.84840
H3 -0.59291 -0.85037 2.54644
H4 -1.59400 -0.03876 0.56978
H5 -1.38053 2.13737 -0.24277
H6 -0.44391 2.63530 1.30559
H7 -2.10994 2.31209 1.36516
H8 0.21773 0.32831 -0.63031
C4 3.05964 3.51592 -4.72699
C5 2.12275 2.52132 -4.13264
C6 2.15907 2.51027 -2.61425
O2 0.78721 2.77529 -4.56511
H9 4.07721 3.25963 -4.43207
H10 2.89471 4.53759 -4.38478
H11 2.86679 3.49375 -5.79956
H12 2.37787 1.55515 -4.56798
H13 3.15202 2.47824 -2.16580
H14 1.58945 1.62568 -2.32940
H15 1.80685 3.41601 -2.12062
H16 0.20811 2.44968 -3.87213
C7 0.65347 -4.47365 2.91373
C8 0.56675 -4.81329 4.46917
C9 1.68555 -4.21035 5.39867
O3 -0.63543 -4.34714 5.08315
H17 0.37044 -3.42103 2.91378
H18 -0.03374 -5.12266 2.37094
H19 1.67597 -4.45945 2.53638
H20 0.64627 -5.89793 4.54221
H21 1.48633 -4.06669 6.46064
H22 1.95030 -3.18136 5.15541
H23 2.56851 -4.83642 5.27012
H24 -1.35657 -4.21127 4.46420
C10 -6.96166 2.15474 -1.51281
C11 -5.52568 2.08694 -1.02468
C12 -5.57159 1.29512 0.28251
O4 -4.76004 1.41201 -1.92237
H25 -7.24662 1.22605 -2.00721
H26 -7.01607 2.91989 -2.28721
H27 -7.58649 2.42015 -0.66003
H28 -5.24396 3.13132 -0.89056
H29 -6.09470 1.82047 1.08155
H30 -4.57429 1.27991 0.72215
H31 -5.78920 0.23073 0.37095
H32 -4.13636 1.95886 -2.40567
C13 -2.20327 4.67925 -2.23048
O5 -3.17860 3.76360 -2.84282
C14 -3.91486 4.33402 -3.92094
C15 -4.70388 3.25491 -4.84204
N1 -3.84540 2.42699 -5.67454
C16 -2.81442 1.64526 -4.92157
C17 -2.18580 0.66546 -5.96607
O6 -2.13165 -0.60340 -5.42349
C18 -1.40226 -1.57012 -6.15896
H33 -1.50465 4.88071 -3.04254
H34 -1.54217 4.38803 -1.41425
H35 -2.78368 5.49473 -1.79896
H36 -3.31459 4.99124 -4.55009
H37 -4.48731 5.12044 -3.42907
H38 -5.25011 3.70812 -5.66928
H39 -5.46482 2.58360 -4.44403
H40 -3.22307 3.09207 -6.11098
H41 -3.31624 1.10750 -4.11716
H42 -2.00898 2.17749 -4.41551
H43 -1.17043 0.94601 -6.24613
H44 -2.79560 0.41941 -6.83539
H45 -1.47979 -1.31142 -7.21498
H46 -1.84201 -2.56657 -6.11641
H47 -0.35954 -1.68646 -5.86351
C19 7.17332 1.75082 -7.28555
O7 7.24004 1.13935 -5.88908
C20 8.10567 1.97971 -5.05577
C21 7.91977 1.62368 -3.52702
N2 6.44608 1.58597 -3.27163
C22 6.32759 1.27976 -1.78308
C23 5.12800 0.46444 -1.46635
O8 5.02722 0.52092 -0.07379
C24 4.00444 -0.28266 0.55884
H48 6.75429 2.75606 -7.33041
H49 6.50321 1.13067 -7.88093
H50 8.18630 1.72236 -7.68698
H51 7.83675 3.03548 -5.08960
H52 9.17922 1.93845 -5.23990
H53 8.37376 2.32049 -2.82242
H54 8.41025 0.65036 -3.51374
H55 5.86104 0.89347 -3.71691
H56 6.40997 2.17846 -1.17181
H57 7.16535 0.68862 -1.41320
H58 5.40103 -0.52038 -1.84541
H59 4.19391 0.69239 -1.97979
H60 4.17467 -1.31496 0.25308
H61 2.93440 -0.12618 0.42237
H62 4.14166 -0.20187 1.63714
C25 -4.33045 -2.67447 -0.22557
O9 -3.47920 -2.89507 0.87224
C26 -4.03180 -2.83464 2.11903
C27 -3.15170 -3.16730 3.31158
N3 -2.46812 -4.36385 3.06800
C28 -3.22015 -5.65196 3.38992
C29 -2.62018 -6.94717 2.86913
O10 -2.37505 -6.67097 1.41826
C30 -2.77988 -7.61271 0.47013
H63 -4.55018 -3.55980 -0.82225
H64 -3.72397 -2.01678 -0.84824
H65 -5.32313 -2.27087 -0.02607
H66 -4.99997 -3.33273 2.17055
H67 -4.22600 -1.77365 2.27611
H68 -3.63139 -3.19944 4.28983
H69 -2.51540 -2.30872 3.52621
H70 -2.18114 -4.47884 2.10648
H71 -4.16200 -5.56158 2.84876
H72 -3.53808 -5.88499 4.40614
H73 -3.18263 -7.86112 3.06003
H74 -1.64352 -7.12494 3.31929
H75 -3.85693 -7.77867 0.49301
H76 -2.33601 -8.60785 0.49785
H77 -2.53597 -7.30798 -0.54759
C31 -1.29558 3.95249 7.53055
C32 -2.07184 2.56103 7.69915
C33 -1.52138 1.50265 6.69180
O11 -2.28833 0.30290 6.67787
C34 -1.60772 -0.84419 6.20927
N4 -1.97798 2.07251 9.06559
H78 -0.29255 3.77401 7.14303
H79 -1.27489 4.49602 8.47514
H80 -1.80182 4.55730 6.77820
H81 -3.12560 2.66177 7.43926
H82 -0.46296 1.26252 6.79276
H83 -1.38542 1.86679 5.67346
H84 -1.33885 -0.79418 5.15414
H85 -2.31460 -1.64895 6.41123
H86 -0.69168 -0.93164 6.79350
H87 -0.98346 1.96726 9.20687
H88 -2.50296 1.20983 9.08175
C35 2.62357 3.20374 0.86129
C36 3.53483 3.10215 2.17118
C37 2.97468 1.99178 3.11312
O12 4.03972 1.96229 4.06966
C38 3.57549 1.25907 5.21463
N5 4.84623 2.72098 1.52966
H89 2.80626 4.04681 0.19500
H90 1.58867 3.28613 1.19339
H91 2.76297 2.26616 0.32314
H92 3.73565 3.98384 2.77979
H93 2.75854 1.07955 2.55705
H94 1.99837 2.21182 3.54498
H95 3.03953 0.31051 5.18156
H96 3.00147 1.86597 5.91482
H97 4.45503 1.04352 5.82129
H98 5.48201 2.40288 2.24708
H99 4.67716 1.91527 0.94456
C39 2.18608 -1.97062 -2.59062
C40 0.67246 -2.01229 -3.10280
C41 -0.23235 -2.50536 -1.95604
O13 0.01793 -3.90577 -1.72918
C42 -0.85807 -4.38900 -0.70115
N6 0.40694 -0.61309 -3.33992
H100 2.48560 -2.89323 -2.09346
H101 2.26004 -1.27793 -1.75228
H102 2.95146 -1.73308 -3.32945
H103 0.60875 -2.55795 -4.04423
H104 -1.23814 -2.33485 -2.33998
H105 -0.08755 -1.92415 -1.04537
H106 -0.67382 -3.84760 0.22677
H107 -0.72495 -5.46695 -0.60940
H108 -1.90492 -4.19628 -0.93582
H109 0.98230 -0.38065 -4.13680
H110 -0.51774 -0.56394 -3.74323

10 unconnected molecules or ions with the total composition C42H112N8O13. Source: OMol25; level of theory: ωB97M-V with the def2-TZVPD basis set.

Charge = 0
HOMO-LUMO gap = 9.0169 eV
Structure (SMILES) = COC[C@H](C)N.COC[C@H](C)N.COC[C@H](C)N.COC[C@H](C)N.COC[C@H](C)N.COCCNCCOC.COCCNCCOC.COCCNCCOC.CCO.CCO

Atoms and positions in Å:
C1 4.70783 1.81471 -0.34220
C2 4.55645 1.34149 1.09081
O1 4.22805 2.44454 1.93278
H1 5.72880 2.10259 -0.58025
H2 3.97663 2.57158 -0.62896
H3 4.39479 0.99776 -1.00303
H4 5.49680 0.93094 1.46919
H5 3.83651 0.52068 1.14778
H6 3.37502 2.32219 2.35885
C3 -4.45436 0.44024 4.81972
C4 -4.24605 -0.25929 6.16521
O2 -4.25897 -1.65691 5.98215
H7 -3.72370 -0.05674 4.16333
H8 -3.96513 1.41930 4.75991
H9 -5.42637 0.35627 4.34194
H10 -5.04855 0.05032 6.84690
H11 -3.27196 0.05102 6.54269
H12 -5.13506 -1.93305 5.69866
C5 -1.34164 -0.44074 2.32586
O3 -1.03940 -1.10849 1.11065
C6 0.31975 -1.47694 1.07838
C7 0.76772 -1.89306 -0.26452
N1 0.65171 -0.85937 -1.28842
C8 1.18025 -1.20888 -2.57522
C9 0.95714 -0.29868 -3.77135
O4 2.00277 0.57353 -4.20772
C10 2.28854 1.49298 -3.14428
H13 -0.80186 0.50610 2.18946
H14 -0.97425 -0.92401 3.23155
H15 -2.40795 -0.22280 2.34762
H16 0.63651 -2.17656 1.86369
H17 0.90545 -0.59236 1.39209
H18 0.18467 -2.73503 -0.67485
H19 1.77420 -2.29388 -0.10532
H20 -0.32872 -0.60897 -1.34024
H21 0.78233 -2.15155 -2.98194
H22 2.26693 -1.35592 -2.57533
H23 0.11391 0.39200 -3.65102
H24 0.72443 -0.94237 -4.61781
H25 1.31084 1.93835 -2.92861
H26 3.10971 2.18646 -3.30441
H27 2.56371 0.98334 -2.21413
C11 1.85475 7.10563 4.27324
O5 1.74135 5.95253 3.45955
C12 2.45737 6.07601 2.22808
C13 1.73850 6.89388 1.18590
N2 0.69570 6.19202 0.38648
C14 1.22492 5.14899 -0.46653
C15 0.15927 4.20531 -0.99389
O6 -0.35711 3.40688 0.05799
C16 -1.08598 2.28967 -0.41561
H28 2.89387 7.43911 4.38832
H29 1.49199 6.82384 5.26022
H30 1.32150 7.94311 3.81374
H31 2.70789 5.04429 1.97289
H32 3.44930 6.52484 2.37304
H33 2.47755 7.26750 0.47139
H34 1.14881 7.73906 1.54043
H35 0.11003 5.73394 1.08245
H36 2.04611 4.62236 0.04518
H37 1.74318 5.56414 -1.34001
H38 0.68145 3.57042 -1.71630
H39 -0.66227 4.81896 -1.37579
H40 -0.63682 1.87998 -1.32282
H41 -2.08704 2.60155 -0.75320
H42 -1.33131 1.55243 0.34348
C17 3.56394 -1.00817 4.10867
O7 2.15122 -1.08682 4.26512
C18 1.81304 -1.94021 5.36784
C19 0.38499 -1.76046 5.85089
N3 -0.18896 -2.99934 6.33039
C20 -1.56146 -2.87289 6.77364
C21 -2.03490 -4.06684 7.63435
O8 -1.79292 -3.85152 8.99396
C22 -1.84055 -5.00427 9.77374
H43 3.95224 -0.33070 4.87576
H44 3.74966 -0.57749 3.12919
H45 3.98968 -2.00249 4.26268
H46 2.52054 -1.65114 6.15760
H47 2.07510 -2.94614 5.01717
H48 -0.17369 -1.41974 4.97658
H49 0.41668 -0.96888 6.60808
H50 0.38371 -3.40940 7.06104
H51 -2.13904 -2.83759 5.84684
H52 -1.78913 -1.92257 7.27748
H53 -1.39735 -4.91674 7.35109
H54 -3.06635 -4.24088 7.31436
H55 -1.83399 -4.73306 10.83201
H56 -0.95528 -5.64634 9.67728
H57 -2.74974 -5.59497 9.62232
C23 -0.41759 2.38416 5.07898
C24 -0.68466 2.88029 3.66450
C25 -1.28229 4.31736 3.55341
O9 -2.60696 4.33043 4.06538
C26 -3.59465 3.93305 3.13712
N4 0.54590 2.82954 2.86935
H58 -1.32919 2.14934 5.62314
H59 0.16366 3.13887 5.62558
H60 0.30972 1.57460 4.99057
H61 -1.35993 2.10047 3.30408
H62 -1.26944 4.61032 2.50090
H63 -0.62446 4.99761 4.09229
H64 -4.56220 4.21219 3.54992
H65 -3.59158 2.83292 3.13841
H66 -3.43617 4.28210 2.11530
H67 0.30241 2.78765 1.87855
H68 1.13230 3.64190 3.02623
C27 2.63074 -3.30403 -6.65116
C28 2.94216 -1.86591 -6.96762
C29 4.43871 -1.53403 -7.01706
O10 5.18951 -1.84490 -5.82991
C30 4.71161 -1.16813 -4.69859
N5 2.41227 -1.43204 -8.27125
H69 1.58809 -3.62080 -6.60645
H70 2.96453 -3.57857 -5.64359
H71 3.19049 -4.00079 -7.28021
H72 2.42724 -1.17737 -6.29429
H73 4.57408 -0.45498 -7.14083
H74 4.95005 -2.04612 -7.83130
H75 5.16019 -0.18395 -4.54368
H76 5.00310 -1.77320 -3.83091
H77 3.63488 -1.13506 -4.52658
H78 2.89025 -1.88956 -9.04978
H79 2.51830 -0.48174 -8.61104
C31 -0.23287 -5.38639 -2.26362
C32 0.27704 -6.08851 -1.01553
C33 -0.14335 -7.55510 -0.83851
O11 -1.51565 -7.73530 -0.69881
C34 -2.12343 -7.61575 0.54028
N6 1.74235 -6.08925 -1.19967
H80 -1.32868 -5.44376 -2.31828
H81 0.06082 -5.79669 -3.23141
H82 -0.02792 -4.31519 -2.30944
H83 -0.02545 -5.54706 -0.10972
H84 0.44492 -7.87351 0.03240
H85 0.16547 -8.08706 -1.73832
H86 -3.09340 -8.11434 0.55408
H87 -2.27576 -6.61389 0.95738
H88 -1.60261 -8.13838 1.35832
H89 2.12696 -5.18809 -1.43978
H90 2.17360 -6.42424 -0.34254
C35 -2.28895 -2.52899 -3.54466
C36 -3.11247 -1.33640 -3.91264
C37 -4.60787 -1.50367 -3.86400
O12 -5.11324 -1.65435 -2.55780
C38 -6.43550 -2.12402 -2.50198
N7 -2.63327 -0.08442 -3.24402
H91 -1.96227 -2.62223 -2.50172
H92 -1.30932 -2.53066 -4.02986
H93 -2.81324 -3.46195 -3.75571
H94 -2.85859 -1.05158 -4.94373
H95 -4.82554 -2.35219 -4.52643
H96 -5.09510 -0.62033 -4.29696
H97 -6.61107 -2.89126 -3.26214
H98 -7.14351 -1.29824 -2.62216
H99 -6.67269 -2.60342 -1.55232
H100 -3.28768 0.62514 -3.56324
H101 -2.98639 -0.25795 -2.29465
C39 0.80082 4.61543 -5.70828
C40 0.21797 3.22870 -5.92447
C41 -1.28826 3.20571 -6.23182
O13 -1.94854 3.84182 -5.14786
C42 -2.24823 2.97631 -4.08540
N8 0.97947 2.48884 -6.95255
H102 0.25902 5.22957 -4.99166
H103 0.83448 5.09163 -6.69425
H104 1.83736 4.61930 -5.36327
H105 0.52130 2.63936 -5.04598
H106 -1.67524 2.19642 -6.38460
H107 -1.36231 3.79692 -7.14591
H108 -2.19768 3.49547 -3.12667
H109 -1.48753 2.19955 -3.95180
H110 -3.21131 2.47275 -4.18667
H111 1.91435 2.28912 -6.61392
H112 0.58989 1.56188 -7.09301

Going through the records in order, we get energy relative to the best compared isomer or geometry (same formula, charge and spin) values of 129.2, 69.3 kcal per mole.
Going through the records in order, we get total energy values of -2972.431643, -3083.213666 Eh.